{"formula": "C21H30InN4O4", "method": "ωB97M-V with the def2-TZVPD basis set", "elements": ["C", "C", "O", "C", "O", "C", "C", "C", "In", "O", "C", "O", "C", "C", "C", "C", "C", "C", "H", "H", "H", "H", "H", "H", "H", "H", "H", "H", "H", "H", "H", "H", "H", "H", "H", "H", "C", "C", "N", "H", "H", "H", "C", "C", "N", "H", "H", "H", "C", "C", "N", "H", "H", "H", "C", "C", "N", "H", "H", "H"], "positions_angstrom": [[-1.55067, 3.81141, -3.99337], [-1.70498, 2.31136, -3.61349], [-0.69893, 1.84457, -2.72886], [-1.02971, 2.01019, -1.41411], [-1.83020, 2.85780, -1.07312], [-0.34838, 1.11352, -0.40420], [-1.19403, -0.15178, -0.09791], [-0.42879, -1.47469, -0.37550], [0.87845, -1.88320, 1.40237], [1.71586, -3.88168, 1.31752], [2.12056, -4.24853, 2.48678], [1.64761, -3.79144, 3.52988], [3.25239, -5.23961, 2.63947], [4.31118, -4.84610, 3.42795], [5.38522, -5.65576, 3.68668], [5.39405, -6.92683, 3.13610], [4.36162, -7.32544, 2.33262], [3.29037, -6.49744, 2.08703], [-2.56420, 4.22598, -3.98981], [-0.89564, 4.31776, -3.28725], [-1.19355, 3.90940, -5.02222], [-2.71863, 2.14314, -3.24242], [-1.61403, 1.73879, -4.54284], [0.63797, 0.81789, -0.77694], [-0.23029, 1.73343, 0.48351], [-2.07821, -0.13784, -0.76196], [-1.58390, -0.10359, 0.92405], [0.10456, -1.34170, -1.32243], [-1.20609, -2.24730, -0.43102], [2.29642, -0.78332, 1.50160], [-0.17132, -1.62811, 2.83726], [4.29173, -3.85305, 3.86752], [6.17955, -5.30753, 4.33698], [6.23867, -7.56777, 3.37123], [4.42192, -8.32885, 1.92149], [2.47151, -6.84823, 1.46771], [2.34297, 1.80334, 4.73956], [1.45303, 2.01714, 3.60218], [0.74794, 2.18677, 2.70804], [1.82654, 1.22780, 5.50664], [3.22822, 1.25480, 4.42225], [2.64417, 2.76355, 5.15259], [-0.02435, 5.75617, 5.37489], [1.33100, 5.27406, 5.11151], [2.39174, 4.88127, 4.89642], [-0.08526, 6.82135, 5.16060], [-0.73170, 5.22296, 4.74196], [-0.28013, 5.58631, 6.41896], [-3.46592, 1.57571, -7.57613], [-3.12676, 2.99743, -7.68356], [-2.86174, 4.11469, -7.76065], [-3.03037, 1.02619, -8.40822], [-3.07950, 1.17269, -6.64422], [-4.54596, 1.45048, -7.59335], [-5.29589, 0.17448, -3.20774], [-4.76579, -0.29068, -4.49114], [-4.34433, -0.65632, -5.49824], [-6.38306, 0.12621, -3.21882], [-4.91763, -0.45428, -2.40375], [-4.98534, 1.20243, -3.03009]], "forces_ev_per_a": [[-0.599, -0.813, -0.133], [0.043, 1.008, -1.288], [-0.485, -0.778, 0.612], [-0.044, 0.629, 0.815], [-0.020, -0.456, -0.444], [0.205, 0.202, -0.466], [-0.084, -0.210, -0.701], [-0.196, 0.489, 0.733], [-0.422, 0.948, 0.351], [0.701, -0.638, -0.109], [-0.928, 0.582, 0.422], [0.497, -0.265, 0.001], [-0.353, 0.361, -0.403], [0.195, 1.245, 0.649], [0.074, -0.276, 0.071], [1.088, 0.265, 0.671], [0.192, -1.092, -0.209], [-0.692, -0.240, -0.623], [0.310, 0.370, 0.191], [-0.180, 0.101, -0.073], [0.242, 0.080, 0.237], [0.302, -0.116, 0.426], [0.204, -0.235, 0.318], [-0.103, 0.025, 0.099], [0.141, -0.153, -0.019], [0.044, 0.118, 0.196], [0.138, 0.000, -0.068], [-0.161, -0.394, 0.000], [0.395, -0.158, -0.291], [-0.086, -0.389, -0.091], [0.065, -0.097, -0.387], [-0.145, -0.074, -0.051], [0.030, -0.070, -0.093], [-0.158, -0.174, -0.220], [-0.281, 0.090, -0.111], [0.044, 0.109, -0.023], [-0.005, -0.139, 0.019], [-0.218, 0.011, -0.318], [0.259, 0.092, 0.477], [-0.007, -0.075, -0.059], [-0.058, -0.060, -0.054], [0.009, -0.144, -0.088], [0.114, -0.062, -0.059], [0.339, -0.138, -0.128], [-0.502, 0.536, 0.193], [0.003, -0.002, -0.004], [0.028, -0.021, -0.017], [0.005, -0.004, -0.001], [0.117, 0.314, -0.055], [0.042, 0.183, -0.038], [-0.095, -0.366, 0.015], [0.007, -0.004, 0.007], [-0.032, -0.047, -0.011], [0.006, -0.033, 0.040], [0.071, -0.078, -0.140], [0.127, -0.100, -0.194], [-0.236, 0.140, 0.423], [0.003, -0.005, -0.009], [0.031, 0.017, -0.001], [0.018, -0.009, 0.018]], "lowdin_charge": [-0.06, -0.24, 0.00, -0.47, 0.08, -0.11, -0.31, -0.32, 0.57, -0.17, -0.64, -0.03, -0.13, -0.04, -0.09, -0.12, -0.11, -0.03, 0.07, 0.08, 0.06, 0.09, 0.11, 0.11, 0.08, 0.09, 0.08, 0.02, 0.02, -0.10, -0.08, 0.12, 0.10, 0.09, 0.10, 0.12, -0.08, -0.28, 0.16, 0.08, 0.08, 0.02, -0.06, -0.25, 0.14, 0.08, 0.09, 0.08, -0.09, -0.28, 0.12, 0.08, 0.04, 0.08, -0.06, -0.26, 0.14, 0.08, 0.09, 0.07], "charge": -1, "fmax_ev_per_a": 1.64, "energy_ha": -1528.30607}